Density functional theory data (wB97M-V/def2-TZVPD) for 10 unconnected molecules or ions with the total composition C25H61Cl10N2O14P3.

CARTESIAN COORDINATES (ANGSTROEM)
C 3.363 1.032 2.308
C 3.670 -0.453 2.388
O 4.602 -0.894 3.022
N 2.807 -1.153 1.693
C 2.916 -2.598 1.418
H 4.248 1.668 2.333
H 2.652 1.413 3.040
H 2.949 1.255 1.324
H 2.135 -0.774 1.041
H 2.601 -3.185 2.281
H 3.960 -2.873 1.265
H 2.391 -2.967 0.537
C -5.004 -3.773 -0.613
C -6.407 -4.291 -0.450
O -7.356 -3.879 -1.083
N -6.521 -5.252 0.488
C -7.811 -5.765 0.937
H -4.807 -3.505 -1.651
H -4.251 -4.545 -0.454
H -4.805 -2.934 0.055
H -5.715 -5.571 1.006
H -7.712 -6.313 1.874
H -8.199 -6.503 0.234
H -8.393 -4.883 1.203
C 0.469 2.716 -0.642
O -0.606 1.824 -0.394
P -0.423 0.209 -0.541
O 0.962 -0.272 -0.284
O -1.474 -0.452 0.526
C -1.745 -1.796 0.590
O -1.096 -0.056 -2.037
C -1.153 -1.302 -2.614
H 1.325 2.188 -1.061
H 0.825 3.228 0.251
H 0.185 3.412 -1.432
H -2.769 -2.029 0.297
H -1.800 -2.052 1.648
H -0.966 -2.404 0.127
H -1.228 -1.197 -3.696
H -2.022 -1.922 -2.394
H -0.308 -1.971 -2.455
C 3.945 -0.314 -1.721
O 5.241 0.286 -1.524
P 5.387 1.868 -1.869
O 4.412 2.674 -1.131
O 5.356 1.883 -3.460
C 4.166 1.961 -4.188
O 6.923 2.159 -1.536
C 7.640 3.219 -2.231
H 3.172 0.245 -1.195
H 3.809 -1.259 -1.196
H 3.650 -0.576 -2.737
H 3.331 2.338 -3.598
H 3.888 0.944 -4.467
H 4.280 2.639 -5.034
H 7.027 3.846 -2.879
H 8.448 2.851 -2.863
H 8.135 3.876 -1.516
C 0.414 1.162 8.089
O 0.521 2.150 7.046
P 0.977 1.724 5.572
O 2.357 1.196 5.470
O 0.639 3.039 4.661
C -0.593 3.693 4.700
O -0.199 0.651 5.218
C -0.015 -0.358 4.274
H 0.756 0.187 7.744
H -0.609 1.121 8.464
H 0.987 1.474 8.962
H -1.208 3.524 3.817
H -0.508 4.773 4.817
H -1.170 3.327 5.550
H 0.032 -1.298 4.823
H 0.863 -0.288 3.632
H -0.849 -0.367 3.571
Cl -3.227 4.540 2.331
C -2.607 3.810 0.845
C -3.729 3.892 -0.282
Cl -3.351 2.791 -1.647
H -2.312 2.798 1.120
H -1.725 4.399 0.590
H -3.846 4.883 -0.722
H -4.738 3.569 -0.028
Cl 0.329 1.517 -4.977
C -0.948 2.244 -4.100
C -0.903 3.788 -4.283
Cl 0.734 4.414 -3.741
H -0.873 2.064 -3.027
H -1.858 1.816 -4.521
H -1.711 4.281 -3.742
H -0.979 3.947 -5.358
Cl 2.399 4.591 2.719
C 2.970 5.859 1.608
C 2.254 5.775 0.228
Cl 0.597 6.194 0.423
H 4.026 5.660 1.429
H 2.969 6.844 2.077
H 2.429 4.768 -0.150
H 2.644 6.469 -0.516
Cl -3.991 -4.887 -4.484
C -3.019 -3.957 -5.689
C -1.878 -4.785 -6.295
Cl -0.605 -5.188 -5.101
H -2.789 -3.025 -5.174
H -3.827 -3.722 -6.382
H -1.411 -4.239 -7.114
H -2.199 -5.703 -6.786
Cl 0.631 -5.811 1.758
C -0.656 -6.908 1.181
C -1.867 -6.060 0.682
Cl -1.422 -5.209 -0.735
H -1.039 -7.438 2.054
H -0.188 -7.589 0.470
H -2.232 -5.446 1.504
H -2.744 -6.675 0.482

Output
Charge: -1
HOMO energy (alpha / beta) in eV: 0.3 / -7.0
Multiplicity: 2
Gap between HOMO and LUMO (alpha / beta) in Ha: 0.0507 / 0.3178


Density functional theory data (wB97M-V/def2-TZVPD) for 2 unconnected molecules or ions with the total composition C2H4N4.

CARTESIAN COORDINATES (ANGSTROEM)
C -3.556 -1.351 0.199
C 0.914 -0.164 -0.227
N -1.195 2.236 -0.357
N -2.505 -1.368 0.641
N -0.778 1.229 -0.155
N -0.528 0.075 0.042
H -4.543 -1.357 -0.202
H 1.098 -1.041 -0.702
H 1.404 0.710 -0.754
H 1.488 -0.207 0.715

Output
HOMO energy in eV: -9.3
Multiplicity: 1
Gap between HOMO and LUMO in Ha: 0.3797
Energy above the lowest of the compared OMol25 structures with the same formula, charge and spin in kcal per mole: 83.54


Density functional theory data (wB97M-V/def2-TZVPD) for a single C22H21NO5S molecule.

CARTESIAN COORDINATES (ANGSTROEM)
O -4.010 1.324 -1.954
C -3.533 0.232 -2.109
O -3.685 -0.468 -3.238
C -2.685 -0.508 -1.105
C -3.008 -0.088 0.335
C -1.930 -0.580 1.254
C -0.873 0.252 1.607
C 0.175 -0.231 2.371
C 0.164 -1.553 2.770
S 1.644 -2.278 3.463
O 1.329 -3.373 4.330
O 2.518 -1.249 3.933
N 2.306 -2.984 2.074
C 2.224 -2.233 0.894
C 2.729 -0.940 0.881
C 2.590 -0.138 -0.236
C 1.957 -0.624 -1.375
O 1.763 0.074 -2.530
C 2.104 1.449 -2.564
C 1.176 2.292 -1.724
C -0.196 2.164 -1.904
C -1.080 2.904 -1.140
C -0.596 3.784 -0.186
C 0.770 3.926 -0.008
C 1.653 3.183 -0.774
C 1.481 -1.936 -1.372
C 1.604 -2.728 -0.250
C -0.887 -2.390 2.452
C -1.940 -1.896 1.705
H -4.209 0.032 -3.884
H -2.813 -1.580 -1.253
H -1.641 -0.265 -1.324
H -3.976 -0.499 0.623
H -3.072 1.000 0.372
H -0.863 1.278 1.268
H 1.001 0.398 2.660
H 1.988 -3.938 1.985
H 3.220 -0.568 1.765
H 2.978 0.866 -0.201
H 1.999 1.721 -3.620
H 3.151 1.601 -2.272
H -0.563 1.481 -2.657
H -2.144 2.800 -1.295
H -1.282 4.363 0.414
H 1.151 4.616 0.730
H 2.718 3.307 -0.636
H 1.005 -2.312 -2.264
H 1.219 -3.737 -0.259
H -0.864 -3.412 2.797
H -2.770 -2.541 1.452

Output
HOMO energy in eV: -8.3
Multiplicity: 1
SMILES string: O=C(O)CCc1ccc(S(=O)(=O)Nc2ccc(OCc3ccccc3)cc2)cc1
Gap between HOMO and LUMO in Ha: 0.3220
Energy above the lowest of the compared OMol25 structures with the same formula, charge and spin in kcal per mole: 4.97


Density functional theory data (wB97M-V/def2-TZVPD) for a molecular structure, C38H39N2S2V.

CARTESIAN COORDINATES (ANGSTROEM)
V -1.275 1.153 0.274
C 5.825 0.600 -0.556
C 5.037 1.873 -0.862
C 5.496 2.984 0.094
C 5.313 2.292 -2.313
C 3.539 1.676 -0.688
C 2.650 2.720 -0.927
C 1.300 2.539 -0.747
N 0.760 1.374 -0.343
C 1.605 0.347 -0.130
C 2.973 0.472 -0.285
C 0.966 -0.924 0.279
C 1.646 -2.120 0.369
C 0.983 -3.288 0.746
C -0.374 -3.168 1.014
C -0.995 -1.941 0.890
N -0.350 -0.829 0.530
C 1.749 -4.599 0.847
C 2.835 -4.442 1.923
C 2.402 -4.904 -0.509
C 0.837 -5.764 1.228
H 6.888 0.796 -0.696
H 5.553 -0.218 -1.226
H 5.687 0.271 0.476
H 6.569 3.141 -0.020
H 5.299 2.716 1.134
H 4.996 3.931 -0.114
H 6.385 2.438 -2.450
H 4.815 3.228 -2.569
H 4.982 1.526 -3.016
H 2.997 3.691 -1.250
H 0.612 3.347 -0.932
H 3.604 -0.376 -0.077
H 2.699 -2.154 0.133
H -0.969 -4.018 1.314
H -2.055 -1.846 1.082
H 3.539 -3.646 1.676
H 3.400 -5.371 2.011
H 2.395 -4.217 2.896
H 3.113 -4.132 -0.805
H 1.652 -4.997 -1.296
H 2.946 -5.847 -0.446
H 0.380 -5.618 2.208
H 1.426 -6.679 1.274
H 0.046 -5.918 0.492
S -1.097 2.119 2.341
C -0.793 3.796 1.922
C -0.250 4.673 2.864
C -0.046 5.999 2.536
C -0.384 6.473 1.268
C -0.924 5.616 0.332
C -1.129 4.271 0.651
S -1.840 3.169 -0.516
H 0.002 4.305 3.850
H 0.372 6.673 3.271
H -0.228 7.515 1.020
H -1.198 5.973 -0.654
C -6.813 -1.752 2.106
C -6.776 -1.377 0.768
C -5.648 -0.771 0.242
C -4.542 -0.533 1.059
C -4.594 -0.890 2.405
C -5.722 -1.505 2.926
C -3.328 0.118 0.539
C -2.831 0.381 -0.660
C -3.194 0.036 -2.033
C -3.489 -1.291 -2.360
C -3.786 -1.641 -3.666
C -3.799 -0.670 -4.660
C -3.496 0.646 -4.345
C -3.179 0.997 -3.042
H -7.698 -2.224 2.511
H -7.635 -1.552 0.133
H -5.631 -0.465 -0.794
H -3.749 -0.676 3.051
H -5.753 -1.780 3.971
H -2.725 0.497 1.416
H -3.488 -2.046 -1.582
H -4.014 -2.670 -3.908
H -4.039 -0.943 -5.679
H -3.502 1.403 -5.118
H -2.936 2.025 -2.802

Output
Charge: +1
HOMO energy (alpha / beta) in eV: -10.1 / -10.4
Multiplicity: 2
Gap between HOMO and LUMO (alpha / beta) in Ha: 0.2225 / 0.2454
Energy above the lowest of the compared OMol25 structures with the same formula, charge and spin in kcal per mole: 0.00


Density functional theory data (wB97M-V/def2-TZVPD) for a single C4H6N2 molecule.

CARTESIAN COORDINATES (ANGSTROEM)
N 1.116 -0.653 -2.433
C 0.415 -0.278 -1.592
C -0.405 0.282 -0.497
C -0.889 -0.753 0.549
C 1.347 0.641 1.143
N 0.457 1.167 0.314
H -1.247 0.814 -0.964
H -1.912 -0.550 0.859
H -0.755 -1.785 0.223
H 1.423 -0.433 0.885
H -0.299 -0.610 1.463
H 0.685 2.094 -0.004

Output
HOMO energy in eV: -8.7
Multiplicity: 1
Gap between HOMO and LUMO in Ha: 0.3439
Energy above the lowest of the compared OMol25 structures with the same formula, charge and spin in kcal per mole: 87.61


Density functional theory data (wB97M-V/def2-TZVPD) for a molecular structure, C7H13N.

CARTESIAN COORDINATES (ANGSTROEM)
C -2.171 -0.112 -0.579
C 2.730 -0.907 1.069
C 0.060 1.687 -0.447
C -2.815 0.120 0.764
C 2.077 -0.745 -0.272
C -0.265 0.257 -0.493
C 0.161 -0.921 -0.314
N 2.763 -0.598 -1.327
H 2.183 -0.411 -2.150
H -0.100 -1.958 -0.239
H -2.350 -1.114 -0.970
H -2.468 0.609 -1.341
H 3.807 -0.707 1.022
H 2.274 -0.234 1.800
H 2.584 -1.932 1.422
H 0.983 1.968 -0.963
H 0.169 2.081 0.568
H -0.655 2.369 -0.915
H -2.587 1.117 1.154
H -3.910 0.041 0.709
H -2.469 -0.610 1.502

Output
HOMO energy in eV: -7.9
Multiplicity: 1
Gap between HOMO and LUMO in Ha: 0.3241
Energy above the lowest of the compared OMol25 structures with the same formula, charge and spin in kcal per mole: 93.20


Density functional theory data (wB97M-V/def2-TZVPD) for 2 unconnected molecules or ions with the total composition C4H12O2.

CARTESIAN COORDINATES (ANGSTROEM)
C 1.440 -0.663 1.391
C 0.500 0.442 0.978
C -0.796 0.011 0.378
C -1.445 0.785 -0.707
O -2.881 0.723 -0.626
H 0.983 -1.271 2.185
H 2.342 -0.359 1.867
H 1.714 -1.358 0.607
H 0.271 1.157 1.849
H 1.108 1.221 0.435
H -0.864 -1.099 0.147
H -1.500 -0.172 1.320
H -1.101 0.486 -1.716
H -1.315 1.877 -0.687
H -3.233 0.029 -0.020
O 1.552 -0.601 -2.852
H 0.892 -0.854 -2.199
H 2.333 -0.354 -2.350

Output
HOMO energy in eV: -10.2
Multiplicity: 1
SMILES string: CCCCO.O
Gap between HOMO and LUMO in Ha: 0.4028
Energy above the lowest of the compared OMol25 structures with the same formula, charge and spin in kcal per mole: 26.97


Density functional theory data (wB97M-V/def2-TZVPD) for 2 unconnected molecules or ions with the total composition C4H6NO.

CARTESIAN COORDINATES (ANGSTROEM)
C 0.261 1.398 0.051
C 2.163 -0.696 0.561
C 1.131 0.319 0.054
C -2.516 -0.318 -0.435
N -0.380 0.322 0.102
O 2.049 -0.145 -0.830
H 0.114 2.491 0.039
H 3.117 -0.482 1.038
H 1.830 -1.807 0.703
H -2.779 0.737 -0.228
H -2.615 -1.078 0.328
H -2.375 -0.740 -1.385

Output
Charge: +1
HOMO energy in eV: -14.7
Multiplicity: 1
Gap between HOMO and LUMO in Ha: 0.2924
Energy above the lowest of the compared OMol25 structures with the same formula, charge and spin in kcal per mole: 137.71


Density functional theory data (wB97M-V/def2-TZVPD) for a single C4H4O molecule.

CARTESIAN COORDINATES (ANGSTROEM)
C 0.644 0.684 0.374
C -0.814 0.662 0.401
C -1.100 -0.382 -0.463
O 0.013 -0.982 -0.926
C 1.078 -0.363 -0.351
H 1.206 1.415 0.939
H -0.517 0.351 1.451
H -2.009 -0.784 -0.904
H 2.043 -0.801 -0.521

Output
HOMO energy in eV: -8.8
Multiplicity: 1
SMILES string: c1ccoc1
Gap between HOMO and LUMO in Ha: 0.3552
Energy above the lowest of the compared OMol25 structures with the same formula, charge and spin in kcal per mole: 66.22


Density functional theory data (wB97M-V/def2-TZVPD) for 2 unconnected molecules or ions with the total composition C5H11NO.

CARTESIAN COORDINATES (ANGSTROEM)
C -0.118 0.645 1.703
N -0.231 -0.502 1.184
C -1.372 -0.811 0.327
C -2.224 0.341 -0.198
H -0.827 1.470 1.563
H 0.744 0.845 2.344
H -0.970 -1.373 -0.524
H -1.987 -1.520 0.897
H -3.046 -0.065 -0.797
H -1.627 0.992 -0.845
H -2.670 0.941 0.603
C 2.496 -0.588 -0.748
C 1.470 0.447 -1.109
O 0.605 0.299 -1.942
H 2.456 -1.421 -1.453
H 2.268 -0.953 0.261
H 3.498 -0.145 -0.732
H 1.536 1.397 -0.535

Output
HOMO energy in eV: -9.7
Multiplicity: 1
SMILES string: C=NCC.CC=O
Gap between HOMO and LUMO in Ha: 0.3953
Energy above the lowest of the compared OMol25 structures with the same formula, charge and spin in kcal per mole: 44.91


Density functional theory data (wB97M-V/def2-TZVPD) for a single C26H30N4O5 molecule.

CARTESIAN COORDINATES (ANGSTROEM)
C 0.769 5.298 -5.240
O -0.037 4.529 -4.382
C 0.569 3.706 -3.489
C 1.937 3.560 -3.335
C 2.469 2.694 -2.389
C 1.615 1.957 -1.592
N 2.085 1.081 -0.579
N 1.289 1.029 0.476
C 1.497 0.225 1.472
C 0.405 0.255 2.488
O 0.139 -0.683 3.226
N -0.292 1.411 2.470
C -1.628 1.506 3.024
C -2.567 0.822 2.013
O -3.194 1.447 1.181
N -2.529 -0.514 2.109
C -3.076 -1.390 1.087
C -3.378 -2.765 1.691
C -2.170 -3.497 2.284
C -1.401 -4.372 1.293
C -1.123 -3.726 -0.068
C -0.872 -2.218 -0.017
C -2.163 -1.411 -0.148
C 2.618 -0.673 1.499
C 2.894 -1.567 2.539
C 4.004 -2.378 2.471
C 4.863 -2.318 1.374
C 4.606 -1.446 0.341
C 3.485 -0.614 0.391
C 3.227 0.291 -0.733
O 3.916 0.353 -1.732
C 0.231 2.085 -1.735
C -0.305 2.950 -2.668
O -1.628 3.143 -2.877
C -2.550 2.358 -2.152
H 1.403 5.995 -4.681
H 1.398 4.666 -5.876
H 0.078 5.862 -5.863
H 2.618 4.125 -3.950
H 3.536 2.600 -2.288
H -0.065 2.040 1.710
H -1.895 2.555 3.141
H -1.648 0.996 3.989
H -1.875 -0.924 2.763
H -4.023 -0.930 0.775
H -3.842 -3.387 0.925
H -4.117 -2.612 2.481
H -1.479 -2.786 2.738
H -2.520 -4.144 3.092
H -1.954 -5.300 1.125
H -0.452 -4.643 1.762
H -0.253 -4.222 -0.504
H -1.963 -3.912 -0.741
H -0.226 -1.943 -0.855
H -0.341 -1.955 0.898
H -2.736 -1.802 -0.992
H -1.921 -0.371 -0.378
H 2.223 -1.613 3.381
H 4.213 -3.067 3.275
H 5.730 -2.960 1.337
H 5.251 -1.379 -0.521
H -0.408 1.496 -1.098
H -2.412 1.292 -2.359
H -2.489 2.529 -1.074
H -3.533 2.666 -2.504

Output
HOMO energy in eV: -7.9
Multiplicity: 1
SMILES string: COc1ccc(-n2nc(C(=O)NCC(=O)NC3CCCCCC3)c3ccccc3c2=O)cc1OC
Gap between HOMO and LUMO in Ha: 0.2805
Energy above the lowest of the compared OMol25 structures with the same formula, charge and spin in kcal per mole: 45.19


Density functional theory data (wB97M-V/def2-TZVPD) for 2 unconnected molecules or ions with the total composition C5H12N2O.

CARTESIAN COORDINATES (ANGSTROEM)
C -1.015 -1.486 -0.955
C -0.371 -0.779 0.205
N 0.390 -1.646 1.059
C -1.019 0.318 0.802
O -2.304 0.581 0.551
H -1.688 -2.281 -0.622
H -1.586 -0.791 -1.571
H -0.245 -1.941 -1.587
H 0.839 -1.149 1.820
H 1.111 -2.127 0.531
H -0.590 0.760 1.693
H -2.490 1.492 0.836
H -0.872 2.093 -1.087
N -0.171 2.011 -0.350
C 0.598 0.888 -0.592
C 1.933 0.873 0.099
H 0.646 0.486 -1.613
H 1.836 1.156 1.150
H 2.441 -0.088 0.014
H 2.556 1.632 -0.383

Output
HOMO energy in eV: -6.5
Multiplicity: 1
SMILES string: C/C(N)=C\O.[H]/N=C/C
Gap between HOMO and LUMO in Ha: 0.2622
Energy above the lowest of the compared OMol25 structures with the same formula, charge and spin in kcal per mole: 115.24